# 1
# C19H42IrNOP3Se

A molecular structure, C19H42IrNOP3Se (the ωB97M-V functional and the def2-TZVPD basis, the OMol25 dataset).

Last column: Löwdin spin population.
Element x y z (Å)
Ir -0.908 -0.079 -0.901  1.5999
P -1.782 -2.159 -0.174  0.1783
P 0.829 -0.278 0.892  0.1535
P 0.569 -0.838 -2.333  0.1448
H -1.999 1.647 -3.098  0.0170
C -2.003 0.655 -2.627  0.1271
C -2.738 0.578 -1.376  0.1835
H -3.011 1.525 -0.906  0.0171
C -3.295 -1.804 0.799  0.0265
C -0.932 -3.360 0.935  0.0321
C -2.489 -3.300 -1.422  0.0401
C 1.737 1.321 0.961  0.0345
C 0.118 -0.363 2.596  0.0310
C 2.142 -1.574 0.995  0.0138
C 0.086 -0.717 -4.089  0.0180
C 1.186 -2.564 -2.211  0.0253
C 2.058 0.227 -2.328  0.0504
H -2.006 -0.122 -3.399  0.0136
H -3.534 -0.139 -1.281  0.0134
H -3.830 -0.952 0.381  0.0013
H -3.047 -1.577 1.839  -0.0002
H -3.955 -2.675 0.766  0.0049
H -0.561 -2.881 1.845  0.0001
H -0.088 -3.839 0.426  0.0001
H -1.639 -4.147 1.236  0.0066
H -2.916 -2.738 -2.260  0.0006
H -3.304 -3.870 -0.956  0.0068
H -1.734 -3.986 -1.819  0.0001
H 2.422 1.348 1.822  0.0064
H 1.022 2.148 1.061  0.0039
H 2.321 1.480 0.047  0.0007
H 0.826 -0.795 3.315  0.0051
H -0.798 -0.964 2.609  0.0015
H -0.140 0.649 2.932  0.0005
H 2.707 -1.457 1.934  0.0031
H 2.852 -1.497 0.163  -0.0001
H 1.701 -2.579 0.997  0.0003
H 0.872 -1.073 -4.759  0.0032
H -0.147 0.328 -4.331  0.0015
H -0.794 -1.339 -4.285  -0.0001
H 1.861 -2.777 -3.053  0.0054
H 0.366 -3.292 -2.246  0.0003
H 1.750 -2.729 -1.288  0.0002
H 2.645 0.068 -3.244  0.0076
H 2.697 0.014 -1.465  0.0000
H 1.760 1.283 -2.306  0.0060
C 1.200 4.047 -2.713  0.1250
C -0.098 3.615 -3.039  0.0662
C -0.310 3.104 -4.312  0.0161
C 0.746 2.968 -5.221  0.1191
C 2.033 3.342 -4.837  0.0048
C 2.285 3.881 -3.583  0.0721
Se 1.449 4.925 -1.051  0.5572
H 2.559 4.035 -0.685  0.0241
H -0.918 3.708 -2.309  0.0032
H -1.325 2.842 -4.575  -0.0002
H 0.571 2.565 -6.225  0.0046
H 2.853 3.237 -5.536  -0.0012
H 3.298 4.151 -3.273  0.0015
C -2.052 3.240 0.453  0.0092
C -2.064 2.033 1.318  0.0182
N -2.529 2.196 2.566  0.0074
O -1.699 0.858 0.962  0.1736
H -2.169 4.169 1.031  -0.0001
H -2.879 3.199 -0.264  0.0009
H -1.116 3.265 -0.117  0.0105
H -2.518 1.390 3.175  0.0003
H -2.832 3.105 2.911  0.0014

## Properties
- 2S+1: 5
- Energy above the lowest of the compared OMol25 structures with the same formula, charge and spin: 1.0288 eV
- Net charge: +3
- HOMO level (alpha / beta): -14.34 / -18.25 eV
- <S²>: 6.021
- Orbital gap (alpha / beta): 6.01 / 5.58 eV

# 2
# C19H42NO2P3Rh

A molecular structure, C19H42NO2P3Rh (the ωB97M-V functional and the def2-TZVPD basis, the OMol25 dataset).

Last column: Löwdin spin population.
Element x y z (Å)
Rh -0.942 -0.506 0.936  2.2546
P 1.049 -1.082 1.572  0.2420
P 2.452 3.365 -0.954  0.0005
P -1.540 -2.573 0.437  0.2231
H 0.034 2.526 -1.366  0.0041
C -0.397 1.537 -1.596  0.0725
C -1.076 0.975 -0.372  0.4018
H -1.129 1.807 0.362  0.0412
C 2.194 -1.494 0.212  0.0476
C 1.810 0.280 2.509  0.0721
C 1.155 -2.473 2.755  0.0438
C 2.006 5.006 -1.559  0.0001
C 1.539 3.166 0.594  0.0021
C 4.209 3.345 -0.584  0.0001
C -3.095 -2.525 -0.497  0.0547
C -1.949 -3.510 1.955  0.0492
C -0.417 -3.646 -0.526  0.0278
H -1.167 1.710 -2.363  0.0140
H -2.116 0.766 -0.694  0.0394
H 3.215 -1.191 0.480  0.0068
H 1.899 -0.969 -0.707  0.0035
H 2.184 -2.575 0.022  0.0009
H 2.279 -0.104 3.424  0.0080
H 1.039 1.007 2.791  0.0091
H 2.572 0.775 1.896  0.0030
H 1.287 -3.438 2.257  0.0007
H 0.253 -2.510 3.373  0.0044
H 2.015 -2.293 3.410  0.0071
H 2.462 5.760 -0.896  0.0000
H 0.912 5.130 -1.556  0.0001
H 2.387 5.125 -2.584  0.0000
H 2.252 3.123 1.430  0.0001
H 0.972 2.229 0.544  0.0028
H 0.840 3.998 0.750  0.0001
H 4.558 4.373 -0.421  0.0000
H 4.744 2.906 -1.434  0.0000
H 4.396 2.742 0.312  0.0001
H -3.701 -3.394 -0.213  0.0096
H -2.906 -2.545 -1.577  -0.0002
H -3.638 -1.607 -0.240  0.0040
H -2.825 -4.138 1.752  0.0075
H -2.191 -2.803 2.759  0.0047
H -1.110 -4.144 2.266  0.0008
H -0.986 -4.516 -0.882  0.0073
H 0.427 -4.005 0.077  -0.0003
H -0.033 -3.099 -1.397  0.0007
C 0.318 -0.291 -3.003  0.0328
C 1.310 -0.984 -3.721  0.0095
C 0.966 -2.149 -4.403  0.0137
C -0.346 -2.637 -4.355  0.0329
C -1.332 -1.928 -3.676  -0.0018
C -1.017 -0.732 -3.032  0.0354
O 0.712 0.855 -2.309  0.0512
H 2.058 2.347 -1.877  0.0002
H 2.341 -0.621 -3.715  -0.0001
H 1.717 -2.693 -4.977  0.0003
H -0.606 -3.584 -4.830  0.0013
H -2.365 -2.278 -3.663  -0.0006
H -1.810 -0.172 -2.529  0.0009
C -3.790 2.384 2.986  0.0063
C -2.928 1.161 2.875  0.0136
N -2.232 0.872 3.990  0.0078
O -2.857 0.450 1.836  0.1200
H -4.438 2.308 3.873  0.0003
H -4.400 2.506 2.096  0.0001
H -3.153 3.274 3.113  0.0008
H -1.625 0.058 3.999  0.0041
H -2.448 1.343 4.863  -0.0001

## Properties
- 2S+1: 5
- Net charge: +3
- HOMO level (alpha / beta): -16.08 / -16.26 eV
- <S²>: 6.010
- Orbital gap (alpha / beta): 8.38 / 3.80 eV

# 3
# C19H42NOP3SeTc

A molecular structure, C19H42NOP3SeTc (the ωB97M-V functional and the def2-TZVPD basis, the OMol25 dataset).

Last column: Löwdin spin population.
Element x y z (Å)
Tc 0.136 0.588 -0.315  1.6497
P 0.444 -1.252 1.126  0.0268
P 1.186 -0.468 -2.171  0.0176
P -2.112 0.990 0.413  0.0145
H 0.115 2.639 -3.671  0.0010
C -0.035 3.146 -2.690  -0.0063
C -0.338 2.441 -1.557  0.0553
H -1.076 1.544 -1.644  0.0203
C -0.387 -2.882 0.893  0.0123
C 2.236 -1.683 1.193  0.0030
C 0.186 -0.894 2.927  0.0012
C 0.828 0.155 -3.871  0.0045
C 2.995 -0.059 -2.006  -0.0018
C 1.223 -2.304 -2.414  0.0093
C -3.330 2.043 -0.510  0.0001
C -2.010 1.881 2.013  -0.0035
C -3.227 -0.407 0.818  0.0141
H -0.121 4.232 -2.772  0.0016
H -0.255 2.915 -0.567  0.0100
H -0.080 -3.595 1.666  0.0010
H -0.130 -3.316 -0.087  0.0001
H -1.478 -2.762 0.951  0.0001
H 2.392 -2.333 2.066  0.0004
H 2.866 -0.786 1.317  -0.0002
H 2.548 -2.224 0.286  0.0001
H 0.709 -1.693 3.479  0.0001
H -0.891 -0.910 3.185  0.0001
H 0.617 0.085 3.233  -0.0002
H 1.602 -0.194 -4.574  0.0001
H 0.856 1.247 -3.869  0.0001
H -0.178 -0.171 -4.195  0.0008
H 3.529 -0.637 -2.772  -0.0013
H 3.349 -0.360 -1.010  -0.0001
H 3.169 1.017 -2.145  0.0000
H 2.029 -2.582 -3.107  0.0005
H 0.249 -2.622 -2.817  0.0003
H 1.408 -2.809 -1.455  0.0000
H -4.208 2.102 0.154  -0.0004
H -3.625 1.636 -1.489  0.0001
H -2.979 3.072 -0.644  0.0001
H -3.010 2.235 2.311  -0.0015
H -1.335 2.739 1.922  -0.0001
H -1.632 1.217 2.801  0.0000
H -4.128 -0.025 1.323  0.0014
H -2.716 -1.119 1.485  0.0000
H -3.508 -0.914 -0.120  0.0004
C -3.920 -0.943 -3.708  0.2238
C -3.899 0.362 -4.278  0.0451
C -4.991 0.738 -5.073  0.0907
C -6.223 0.088 -4.882  0.2508
C -6.286 -1.167 -4.235  0.0257
C -5.150 -1.657 -3.608  0.1039
Se -2.374 -1.968 -3.294  0.2367
H -3.041 -2.619 -2.116  0.0137
H -3.035 1.018 -4.120  -0.0001
H -4.847 1.535 -5.811  0.0020
H -7.114 0.547 -5.276  0.0122
H -7.207 -1.772 -4.228  -0.0007
H -5.213 -2.597 -3.073  0.0021
C 2.544 2.170 2.613  0.0040
C 2.170 2.491 1.235  0.0248
N 2.685 3.554 0.583  0.0070
O 1.365 1.728 0.587  0.1249
H 3.236 2.940 2.965  0.0009
H 3.079 1.208 2.652  0.0001
H 1.701 2.132 3.322  0.0001
H 2.546 3.611 -0.418  0.0002
H 3.320 4.170 1.036  0.0008

## Properties
- 2S+1: 4
- Energy above the lowest of the compared OMol25 structures with the same formula, charge and spin: 0.0000 eV
- Net charge: +4
- HOMO level (alpha / beta): -20.23 / -20.60 eV
- <S²>: 3.794
- Orbital gap (alpha / beta): 6.76 / 6.30 eV

- Which of these has the highest <S²>?
  C19H42IrNOP3Se